Below is the molecule C3H2N2O2S, with properties calculated with the ωB97M-V functional and the def2-TZVPD basis.

Positions of all 10 atoms, in Å:
O (-3.051, 0.328, -0.078)
S (-1.935, -0.547, -0.047)
O (-2.057, -1.964, 0.148)
C (-0.466, 0.145, 0.115)
C (0.777, -0.528, -0.011)
C (1.730, 0.426, -0.050)
N (1.192, 1.681, 0.034)
N (-0.036, 1.767, 0.087)
H (1.016, -1.529, -0.039)
H (2.830, 0.221, -0.160)

Results
Charge = 0
Calculated total energy = -773.54471 a.u.
Energy above the lowest of the compared OMol25 structures with the same formula, charge and spin = 127.1 kcal per mole
E_HOMO (alpha / beta) = -9.840 / -9.840 eV
Structure (SMILES) = O=S(=O)=C1C=CN=N1

***

Below is a cluster of 6 separate species, C6H23BF4O5 in total, with properties calculated with the ωB97M-V functional and the def2-TZVPD basis.

Positions of all 39 atoms, in Å:
O (45.702, 6.289, 50.315)
H (45.255, 6.255, 49.610)
H (45.205, 6.933, 50.910)
H (46.738, 6.158, 50.139)
B (44.980, 6.848, 46.655)
F (45.304, 8.141, 46.140)
F (46.020, 5.964, 46.396)
F (44.788, 6.905, 47.944)
F (43.765, 6.455, 46.075)
C (42.151, 6.331, 50.228)
O (42.693, 7.264, 51.117)
H (42.051, 6.538, 49.233)
H (41.399, 5.849, 50.823)
H (42.807, 5.527, 50.256)
H (42.052, 7.856, 51.660)
C (48.831, 5.750, 51.224)
O (48.288, 6.364, 50.037)
H (49.888, 5.305, 51.255)
H (48.228, 4.794, 51.677)
H (48.812, 6.523, 52.055)
H (48.885, 6.844, 49.450)
C (45.222, 9.403, 50.002)
O (45.911, 8.876, 51.188)
H (45.395, 8.920, 49.239)
H (45.539, 10.423, 49.872)
H (44.068, 9.434, 50.037)
H (46.081, 9.659, 51.748)
C (45.030, 2.601, 50.771)
C (44.363, 2.616, 49.455)
C (42.865, 2.338, 49.505)
O (44.562, 3.979, 48.865)
H (44.801, 3.358, 51.615)
H (46.077, 2.980, 50.747)
H (45.153, 1.650, 51.190)
H (44.991, 1.931, 48.941)
H (42.329, 3.139, 49.914)
H (42.739, 1.349, 49.939)
H (42.578, 2.239, 48.561)
H (44.207, 3.857, 48.070)

Results
Charge = 0
Calculated total energy = -1042.89633 a.u.
E_HOMO = -10.437 eV

***

Below is the molecule C2H4N2O, with properties calculated with the ωB97M-V functional and the def2-TZVPD basis.

Positions of all 9 atoms, in Å:
H (1.685, -2.050, 0.508)
N (0.868, -1.426, 0.558)
C (0.948, -0.220, 0.192)
N (-0.195, 0.685, 0.288)
C (-1.244, 0.544, -0.586)
O (-2.395, 0.812, -0.331)
H (1.709, 0.417, -0.247)
H (-0.462, 1.047, 1.198)
H (-0.914, 0.190, -1.581)

Results
Charge = 0
Calculated total energy = -263.33263 a.u.
Energy above the lowest of the compared OMol25 structures with the same formula, charge and spin = 19.2 kcal per mole
E_HOMO = -10.044 eV
Structure (SMILES) = [H]/N=C/NC=O

***

Below is the molecule C2H3NO2, with properties calculated with the ωB97M-V functional and the def2-TZVPD basis.

Positions of all 8 atoms, in Å:
O (0.688, 1.505, -0.045)
O (1.362, 0.220, -0.066)
C (0.486, -0.609, 0.081)
N (0.030, -1.813, 0.138)
C (-0.990, -0.659, 0.125)
H (1.283, 2.292, -0.474)
H (-1.416, -0.504, -0.836)
H (-1.445, -0.431, 1.076)

Results
Charge = 0
Calculated total energy = -283.02552 a.u.
Energy above the lowest of the compared OMol25 structures with the same formula, charge and spin = 145.9 kcal per mole
E_HOMO = -9.737 eV
Structure (SMILES) = OOC1=NC1

***

Largest force on an atom readings, ordered: 3.106 11.627 1.464 8.408 eV Å⁻¹